C29H36AsBiGeN2O3S4 | the ωB97M-V functional and the def2-TZVPD basis

Each line ends with the Löwdin charge.
Cartesian coordinates (Å):
As 1.6023 2.8650 -2.1854  -0.532
C -3.4077 0.8411 -1.4033  -0.139
H 5.5483 2.0479 2.2877  0.122
H 4.0751 3.7563 1.8631  0.084
N -0.7978 2.9870 4.6639  -0.147
C 0.0445 2.4988 3.7148  -0.172
C -1.9299 1.9601 3.0941  -0.138
C -0.6580 -0.8238 -0.0868  -0.656
H 4.4876 1.0140 0.2991  0.085
S 2.9643 4.3467 -1.5124  -0.232
C 3.2598 3.0235 1.8682  -0.141
C -4.2901 -3.7980 -3.1144  -0.117
H 1.8604 -0.8023 -5.9930  0.097
C -3.9105 -4.2379 -0.7869  -0.121
H 3.7392 -2.5298 1.8637  0.129
H -0.3122 -2.3770 2.9566  0.083
H 2.5579 -3.1740 -5.7713  0.084
O 3.8073 -0.6367 1.1850  -0.191
C -4.3088 1.8725 -1.6135  -0.114
H -3.3948 0.3187 -0.4512  0.085
C -0.4086 3.6974 5.8571  -0.038
S 1.0945 3.1913 -4.1966  -0.215
C 4.7352 0.4264 1.1855  -0.204
H -4.8152 -4.0134 -4.0393  0.086
C -3.3216 -2.8049 -3.0768  -0.113
C 2.7659 -1.3338 3.3025  -0.216
C -2.4851 1.1797 -3.5783  -0.112
C 1.2308 -3.5510 -4.1221  -0.118
H 1.5409 -4.5845 -4.0048  0.085
H -5.3451 -5.2975 -1.9899  0.081
Bi 0.8616 0.7100 0.2815  0.938
H -0.1573 -3.6262 -2.4921  0.092
Ge -1.2731 -1.0134 -1.8747  0.796
H -0.0312 4.6932 5.6188  0.088
H 5.0080 0.6976 3.3162  0.112
H -1.2651 3.7950 6.5204  0.081
C -2.0707 2.6425 4.2695  -0.088
C -3.3786 2.2210 -3.7940  -0.102
N -0.6059 1.8796 2.7672  0.019
O 3.5480 1.9508 2.7628  -0.227
H -3.3330 2.7804 -4.7213  0.093
C 0.4550 -0.9017 -4.3837  -0.127
C -2.6305 -2.5023 -1.9042  -0.270
C 4.7522 1.3029 2.4402  -0.225
S -0.1996 2.7308 -0.8380  -0.109
H 0.3748 3.1501 6.3822  0.087
H -2.9362 2.9009 4.8564  0.100
S 2.4302 0.8228 -1.8018  -0.116
H 2.4720 -0.2782 3.3237  0.108
H 3.1128 2.6885 0.8435  -0.011
H -0.1456 -1.7469 0.2281  -0.119
H 0.2489 -0.7880 3.4719  0.065
H -5.0005 3.3778 -2.9853  0.084
C 0.2797 -3.0075 -3.2717  -0.128
C 1.4065 -1.4375 -5.2410  -0.100
C -4.5894 -4.5195 -1.9646  -0.136
C 0.4624 -1.8555 3.5155  -0.115
H 1.1180 2.6251 3.7550  0.115
H 0.4552 -2.1870 4.5662  0.079
H 4.8638 -1.4798 2.7549  0.115
C -0.1306 -1.6780 -3.3865  -0.261
H 5.7575 0.0303 1.0689  0.124
C 1.8022 -2.7608 -5.1116  -0.124
H 0.1942 0.1455 -4.4903  0.054
H 2.3446 3.5022 2.2113  0.072
H -3.0887 -2.2468 -3.9797  0.100
H -2.6785 1.5273 2.4502  0.099
O 1.6948 -2.1580 2.9011  -0.200
H 3.1101 -1.6272 4.3096  0.121
C -2.9468 -3.2363 -0.7643  -0.116
H -1.7566 0.9546 -4.3469  0.076
C 3.8765 -1.5276 2.2775  -0.191
C -2.4806 0.4752 -2.3797  -0.290
H -5.0049 2.1522 -0.8290  0.086
C -4.2998 2.5670 -2.8174  -0.121
H -4.1356 -4.8017 0.1129  0.085
H -2.4187 -3.0051 0.1569  0.078

## Properties
Kohn-Sham gap: 5.0 eV
ΔE to the lowest compared entry with this formula, charge and spin: 28.4 kJ/mol
total charge: -2